# 1
This record from OMol25 describes one molecule with the formula C24H34N4O3. The level of theory is ωB97M-V/def2-TZVPD.

Output
Energy relative to the best compared isomer or geometry (same formula, charge and spin) = 5.7 kcal per mole
HOMO level = -0.2864 hartree
Gap between HOMO and LUMO = 8.036 eV
Net charge = 0
Structure (SMILES) = COC(=O)c1[nH]c2ccc(C)cc2c1NC(=O)[C@@H](C)N1CCN(C2CCCCC2)CC1
E = -37544.2636 eV

Structure (XYZ):
```
65
Properties=species:S:1:pos:R:3:forces:R:3
C 2.671143 1.684338 3.638110 0.420 -0.033 0.300
O 1.448272 1.289197 3.031067 -0.476 -0.205 -0.196
C 1.012609 0.023362 3.282701 0.434 -0.080 0.271
O 1.611347 -0.752500 3.995870 -0.190 0.136 -0.173
C -0.222510 -0.303882 2.608828 -0.462 0.255 -0.415
N -0.743000 -1.568494 2.789135 0.233 -0.070 0.178
C -1.861746 -1.702534 2.038779 -0.085 0.479 -0.290
C -2.703491 -2.800420 1.880326 -0.166 -0.191 -0.035
C -3.773183 -2.669811 1.029178 0.238 -0.045 0.191
C -4.031964 -1.472877 0.337045 0.065 0.246 -0.073
C -5.222156 -1.401935 -0.572317 0.006 -0.037 0.024
C -3.202690 -0.385980 0.496275 -0.284 -0.184 -0.142
C -2.095501 -0.482955 1.348177 0.020 -0.300 0.189
C -1.041004 0.399785 1.724874 0.418 -0.399 0.438
N -0.717140 1.681054 1.310543 0.306 0.259 0.329
C -1.243395 2.486253 0.347026 0.008 0.366 -0.047
O -2.326967 2.333955 -0.176547 -0.109 -0.066 -0.077
C -0.307548 3.630248 -0.083809 0.043 0.254 -0.087
C 0.227454 4.450900 1.089619 -0.153 -0.123 -0.227
N 0.755691 3.220676 -0.989804 -0.136 0.073 0.085
C 1.905235 2.473580 -0.527767 0.182 -0.236 0.025
C 1.766301 0.943403 -0.582693 0.082 0.115 0.062
N 1.342527 0.518408 -1.904799 0.027 0.188 -0.111
C 1.284977 -0.927209 -2.093470 0.242 -0.098 0.225
C 2.689191 -1.535080 -2.146916 -0.242 -0.032 -0.334
C 2.605667 -3.001493 -2.561872 0.157 -0.027 0.328
C 1.741374 -3.786946 -1.579031 -0.155 -0.052 -0.304
C 0.348610 -3.171465 -1.479868 0.133 -0.024 0.295
C 0.439769 -1.705190 -1.070586 -0.139 0.084 -0.369
C 0.109214 1.190182 -2.277681 0.009 0.199 -0.039
C 0.330119 2.705753 -2.274004 -0.172 -0.205 -0.179
H 3.427655 1.807335 2.861108 -0.060 0.004 0.042
H 2.502614 2.630921 4.151283 0.000 -0.046 -0.068
H 2.991245 0.920247 4.348399 0.011 0.174 -0.091
H -0.312580 -2.255862 3.385233 -0.022 0.054 -0.044
H -2.512531 -3.720925 2.410991 -0.005 -0.115 0.041
H -4.441885 -3.505882 0.882902 -0.057 -0.115 0.007
H -5.142657 -2.148611 -1.361886 -0.063 -0.018 -0.094
H -6.137667 -1.601888 -0.016671 -0.114 0.008 -0.031
H -5.299332 -0.419125 -1.028799 -0.057 0.050 -0.064
H -3.395900 0.536698 -0.026001 -0.010 0.006 -0.008
H 0.151963 1.996264 1.724292 -0.117 0.039 -0.155
H -0.943531 4.295311 -0.684194 0.001 -0.210 0.188
H 0.846549 5.256094 0.702065 0.059 0.049 -0.018
H 0.826523 3.867988 1.784900 0.085 -0.031 0.119
H -0.606733 4.881687 1.638148 -0.043 0.023 0.113
H 2.170045 2.778506 0.484498 0.058 0.028 0.036
H 2.731905 2.753964 -1.192122 0.065 -0.067 0.113
H 2.746435 0.508908 -0.374506 -0.003 0.011 0.084
H 1.070388 0.598244 0.193868 0.111 -0.016 -0.032
H 0.829560 -1.070469 -3.081806 0.013 -0.033 0.024
H 3.297441 -0.969969 -2.854662 0.035 0.068 0.030
H 3.162818 -1.472940 -1.165704 0.064 0.038 0.083
H 3.608522 -3.432302 -2.600536 -0.001 -0.020 -0.097
H 2.172677 -3.072066 -3.562302 0.016 -0.025 -0.088
H 1.666409 -4.828507 -1.898806 0.041 -0.046 0.074
H 2.212496 -3.772822 -0.593276 0.039 -0.045 0.073
H -0.252812 -3.718899 -0.750132 -0.070 -0.024 -0.064
H -0.152288 -3.246852 -2.447907 -0.074 -0.041 -0.052
H 0.902208 -1.641579 -0.082795 -0.008 0.057 0.111
H -0.563459 -1.278394 -1.004207 -0.016 0.045 0.096
H -0.163558 0.874702 -3.287595 -0.045 -0.017 0.013
H -0.726489 0.938350 -1.605467 -0.016 -0.025 -0.091
H -0.586459 3.210778 -2.581615 0.005 0.042 -0.010
H 1.123222 2.938775 -2.993089 -0.072 -0.051 -0.084
```
Positions in Å, forces in eV/Å.

=====

# 2
This record from OMol25 describes a 5-piece molecular cluster, C24H34O15S overall. The level of theory is ωB97M-V/def2-TZVPD.

Output
HOMO level = -0.3261 hartree
Gap between HOMO and LUMO = 9.164 eV
Net charge = 0
E = -66988.2915 eV

Structure (XYZ):
```
74
Properties=species:S:1:pos:R:3:forces:R:3
C 3.010842 2.151018 -3.591541 -0.090 -0.571 0.500
C 3.178126 0.989461 -2.637986 -0.065 0.404 -0.183
C 2.297982 0.872683 -1.562497 0.408 -0.368 0.065
C 2.401630 -0.213884 -0.708260 -0.131 -0.026 0.153
C 3.370737 -1.193297 -0.895191 -0.194 0.491 -0.273
C 4.246243 -1.064867 -1.965078 0.255 -0.502 0.055
C 5.306847 -2.113133 -2.232085 -0.238 0.627 -0.172
O 5.160459 -3.257236 -1.380439 -0.042 -0.171 -0.265
S 4.780434 -4.660029 -2.088305 0.008 -0.031 0.202
O 5.624488 -4.809843 -3.255715 0.088 -0.008 -0.109
O 3.314367 -4.313337 -2.698931 -0.027 0.106 0.125
C 4.155996 0.018417 -2.834647 -0.491 0.055 0.347
H 2.415145 2.928743 -3.117651 0.291 -0.079 -0.255
H 2.467532 1.800909 -4.471304 0.071 0.144 -0.197
H 3.981387 2.545063 -3.881569 -0.027 0.133 -0.168
H 1.538236 1.624583 -1.404161 -0.075 0.066 0.032
H 1.708062 -0.296532 0.116741 -0.027 0.007 0.062
H 3.423109 -2.035090 -0.225250 0.105 -0.111 0.021
H 6.299522 -1.697936 -2.074061 0.108 -0.095 0.142
H 5.251730 -2.387729 -3.285664 0.128 -0.251 -0.014
H 3.438292 -3.979107 -3.601655 0.005 -0.033 -0.071
H 4.816461 0.115131 -3.687729 0.141 -0.080 -0.006
C -1.841174 -3.303061 2.563480 -0.197 0.066 -0.196
C -0.845858 -2.175318 2.473711 -0.307 -0.269 0.072
C -0.899609 -1.174861 3.601742 0.287 0.010 0.077
O -0.392158 0.010298 2.969691 -0.116 -0.051 -0.070
C -0.671040 -0.080438 1.649112 -0.062 0.007 0.040
O -0.543757 0.804001 0.865983 0.019 0.062 -0.090
O -1.115560 -1.324653 1.340051 0.168 0.054 0.010
H -2.845021 -2.922056 2.759226 0.023 0.035 0.031
H -1.879543 -3.854629 1.624582 0.091 -0.048 0.028
H -1.564068 -3.989530 3.363174 0.029 0.025 0.019
H 0.166017 -2.572724 2.355278 0.032 0.068 0.009
H -0.286504 -1.453840 4.451287 0.116 0.192 -0.014
H -1.921057 -0.972829 3.939105 -0.040 -0.088 -0.068
C -2.166933 6.266026 -1.347113 0.242 0.192 0.148
C -1.353963 5.473111 -2.336645 -0.145 0.134 0.211
C -1.113103 4.032934 -1.967559 -0.212 -0.144 0.252
O 0.113464 3.755077 -2.659750 -0.052 -0.042 0.080
C 0.788442 4.919068 -2.777119 0.085 0.003 0.137
O 1.923075 4.990001 -3.132537 -0.116 0.420 0.007
O 0.008593 5.962831 -2.414549 -0.034 -0.121 -0.226
H -1.786672 6.132493 -0.333398 0.003 -0.056 -0.011
H -2.117022 7.330136 -1.576607 -0.073 -0.018 -0.081
H -3.209238 5.949911 -1.376312 0.004 -0.030 -0.034
H -1.789022 5.553702 -3.336456 0.063 -0.057 -0.032
H -1.887688 3.350039 -2.297469 0.119 0.131 -0.036
H -0.945472 3.902823 -0.894376 0.059 0.112 0.003
C 0.486677 -1.451741 -4.748481 -0.170 0.060 -0.275
C -0.007818 -0.364443 -3.831123 0.172 -0.271 -0.117
C -1.048318 -0.787510 -2.820851 0.115 -0.019 0.202
O -1.753883 0.440863 -2.594601 -0.063 -0.026 -0.085
C -1.632962 1.191163 -3.711388 0.183 -0.030 0.009
O -2.227662 2.207099 -3.897236 -0.233 -0.194 -0.360
O -0.735852 0.649978 -4.560372 -0.086 0.077 0.094
H -0.345799 -2.001901 -5.190258 -0.022 -0.010 0.039
H 1.066171 -1.025090 -5.566640 0.091 0.021 0.068
H 1.117689 -2.149882 -4.198569 0.008 0.029 0.069
H 0.834338 0.128281 -3.337594 -0.152 -0.043 -0.023
H -0.626625 -1.160826 -1.890855 -0.040 0.183 0.104
H -1.751985 -1.519393 -3.225340 0.044 -0.024 -0.070
C -4.754516 -0.411244 7.832617 0.190 0.101 0.199
C -3.861168 -1.173730 6.889175 -0.241 0.119 0.222
C -3.857489 -2.675371 7.062899 -0.066 -0.104 -0.127
O -2.555049 -3.027603 6.572229 -0.055 0.047 0.010
C -1.747311 -1.956312 6.763271 0.017 0.054 0.174
O -0.566805 -1.969845 6.630903 0.047 -0.073 0.011
O -2.470879 -0.871642 7.123191 -0.010 -0.108 -0.163
H -4.592335 -0.726911 8.863922 0.004 -0.050 -0.018
H -4.540564 0.655413 7.780824 -0.053 0.003 -0.097
H -5.801610 -0.570667 7.576662 0.004 -0.016 -0.032
H -4.085503 -0.903194 5.852814 0.034 -0.042 -0.021
H -4.630080 -3.182267 6.490481 0.130 -0.068 -0.100
H -3.923418 -2.975726 8.110768 -0.036 0.087 0.028
```
Positions in Å, forces in eV/Å.

=====

# 3
This record from OMol25 describes C24H35Cl3N3O11P2V as an isolated structure at a distorted geometry. The level of theory is ωB97M-V/def2-TZVPD.

Output
Energy relative to the best compared isomer or geometry (same formula, charge and spin) = 66.8 kcal per mole
HOMO level (alpha / beta) = -0.1407 / -0.2008 hartree
Gap between HOMO and LUMO (alpha / beta) = 6.206 / 7.714 eV
Net charge = -1
Spin multiplicity = 4
E = -134291.7832 eV

Structure (XYZ):
```
79
Properties=species:S:1:pos:R:3:forces:R:3
V -1.306162 -0.117341 0.650782 0.927 -4.407 1.034
C -1.297368 -3.502207 0.091420 -0.021 -0.034 -0.079
N -1.682579 -2.741774 1.272461 0.124 0.580 0.218
C -3.096211 -2.954140 1.560386 -0.037 0.032 0.030
C -0.841319 -3.103370 2.408427 0.044 -0.067 0.116
C -0.878788 -2.086898 3.548812 0.057 -0.040 -0.245
N 0.151751 -1.065620 3.422679 -0.042 0.006 0.151
C -0.154173 0.053017 4.300072 0.037 -0.039 -0.075
C 1.472682 -1.593315 3.713610 -0.023 -0.014 -0.051
H -1.372479 -4.587120 0.271362 -0.050 0.015 0.020
H -0.279092 -3.249786 -0.187588 -0.050 -0.021 0.017
H -1.954842 -3.232650 -0.733473 -0.017 -0.036 0.012
H -3.300029 -4.017483 1.768820 0.022 0.013 -0.007
H -3.692092 -2.636805 0.706618 -0.027 -0.034 0.017
H -3.408405 -2.361830 2.419343 0.005 0.007 0.004
H 0.181070 -3.184773 2.037008 -0.011 -0.072 0.003
H -1.134737 -4.093249 2.799232 0.026 -0.018 -0.093
H -0.782111 -2.614954 4.515323 -0.048 0.048 0.016
H -1.839495 -1.571119 3.531694 -0.055 -0.059 0.110
H -0.217544 -0.256051 5.357827 0.012 0.007 0.011
H -1.104512 0.496075 4.004077 -0.021 0.018 0.024
H 0.627609 0.809002 4.211091 -0.015 0.017 -0.007
H 1.511635 -2.085720 4.702415 -0.007 0.022 0.015
H 2.202852 -0.783828 3.703442 0.000 0.000 -0.058
H 1.773865 -2.317864 2.957066 0.046 -0.003 0.022
N -3.558565 2.557528 -1.036449 -0.202 -0.194 0.230
C -4.127524 1.460349 -0.218510 -0.037 -0.367 0.295
C -5.655250 1.560675 -0.144226 -0.058 -0.007 0.047
P -3.769541 -0.206446 -0.996656 -0.860 0.046 -1.003
O -3.413909 0.199549 -2.527746 0.230 -0.070 0.504
O -4.950749 -1.079608 -0.928577 0.001 0.074 0.074
O -2.464493 -0.823391 -0.457924 -2.321 -0.691 -2.727
P -3.467758 1.645474 1.529866 -0.336 1.028 0.631
O -2.307074 2.779396 1.336283 -0.208 -0.499 -0.041
O -4.508669 2.191872 2.416672 -0.172 -0.111 -0.177
O -2.760945 0.356336 1.949623 0.042 0.023 -0.429
H -4.017316 2.550965 -1.943137 0.063 -0.027 -0.044
H -1.975995 2.783213 -1.148896 -0.362 0.187 -0.288
H -3.797390 3.432420 -0.574822 -0.011 0.034 -0.060
H -6.091251 1.476573 -1.142778 0.009 -0.014 0.002
H -5.942620 2.504848 0.318728 0.033 0.027 -0.019
H -6.047519 0.750310 0.465319 -0.084 0.033 -0.036
H -2.450555 0.373011 -2.529415 -0.131 0.078 -0.216
H -1.447905 2.319613 1.331286 0.155 0.286 0.137
Cl 6.037800 0.183089 1.154004 0.166 0.038 0.023
C 4.358352 -0.165023 0.841381 -0.114 0.074 -0.025
C 4.018836 -1.390031 0.277200 0.040 0.025 0.012
C 2.689388 -1.654507 0.011595 -0.332 0.276 0.058
Cl 2.268454 -3.207327 -0.636583 0.090 -0.137 -0.173
C 1.636207 -0.735086 0.254298 0.596 -0.019 0.009
O 0.425498 -0.988938 -0.109373 -0.450 0.182 0.266
C 2.039679 0.486614 0.924137 -0.521 -0.273 -0.075
C 1.028623 1.348667 1.383279 1.176 0.133 -0.165
O -0.224475 0.970074 1.347755 2.272 4.078 1.767
C 3.398244 0.758592 1.172991 0.067 -0.039 -0.041
H 4.777720 -2.125411 0.051804 -0.009 0.005 -0.009
H 1.271437 2.318939 1.813383 -0.170 -0.068 0.039
H 3.675428 1.684732 1.661715 0.004 0.008 -0.016
C 4.802595 2.539166 -2.605894 -0.102 -0.062 -0.003
C 4.073061 1.398997 -3.257682 0.073 0.034 0.087
C 4.747740 0.417701 -3.963413 0.003 -0.045 -0.009
C 4.048327 -0.602589 -4.587942 -0.156 0.052 0.094
Cl 4.918977 -1.814037 -5.477801 0.095 -0.117 -0.089
C 2.672544 -0.673898 -4.500937 0.108 -0.062 -0.012
C 1.985292 0.295793 -3.786275 -0.152 0.077 0.173
C 2.678474 1.328619 -3.176064 0.189 0.052 -0.199
O 2.093612 2.364646 -2.495096 -0.146 -0.405 0.305
C 0.794064 2.762429 -2.849999 -0.109 0.165 -0.276
C -0.392386 2.210149 -2.050952 -0.394 0.039 0.139
O -1.102387 3.174870 -1.527006 0.648 0.209 0.106
O -0.745218 1.042867 -1.974943 0.675 -0.069 -0.245
H 5.876698 2.364395 -2.605705 0.017 -0.004 -0.015
H 4.462722 2.663016 -1.578667 0.050 0.039 0.049
H 4.594515 3.472361 -3.135116 0.024 0.011 0.056
H 5.827358 0.449100 -4.037777 -0.007 0.016 0.014
H 2.134970 -1.488450 -4.964395 0.008 -0.019 -0.013
H 0.914894 0.208332 -3.673419 -0.098 0.046 0.067
H 0.612115 2.525874 -3.904660 -0.104 0.016 0.021
H 0.776343 3.843390 -2.725394 -0.061 -0.012 -0.004
```
Positions in Å, forces in eV/Å.